*A*
Computed, not measured: 2 unconnected molecules or ions with the total composition C6H11N2O, with the ωB97M-V functional and the def2-TZVPD basis.

- charge = +1
- spin multiplicity = 3
- ⟨S²⟩ = 2.01
- lowest unoccupied orbital energy (spin up / spin down) (eV) = -2.86 / -5.96
- HOMO energy (spin up / spin down) (eV) = -8.6402 / -14.2018
- frontier orbital gap (spin up / spin down) (eV) = 5.783 / 8.242

Last column: Löwdin charge in e.
Atoms and positions in Å:
C 1.96 -1.33 0.65  -0.06
C 2.38 -0.32 1.50  -0.11
C 2.45 0.52 -0.47  -0.12
C 2.01 -0.75 -0.63  -0.11
C -1.30 1.18 0.33  -0.08
C -1.64 0.53 -0.93  -0.20
N -1.04 0.49 -2.13  0.15
N -0.89 -0.20 0.45  0.10
O 2.61 0.78 0.82  0.02
H 1.60 -2.31 0.87  0.12
H 2.26 -0.46 2.55  0.13
H 2.50 1.36 -1.13  0.13
H -0.39 1.81 0.24  0.14
H -2.05 1.61 1.04  0.16
H -2.57 0.10 -1.02  0.13
H -0.10 0.56 -1.95  0.05
H -1.33 -0.18 -2.84  0.14
H 1.70 -1.11 -1.61  0.13
H -1.53 -0.91 0.82  0.15
H 0.12 -0.53 0.16  0.11

***

*B*
Computed, not measured: a gas-phase ion, C6H11N2O (charge +1), with the ωB97M-V functional and the def2-TZVPD basis.

- charge = +1
- spin multiplicity = 3
- ⟨S²⟩ = 2.01
- lowest unoccupied orbital energy (spin up / spin down) (eV) = -3.02 / -7.23
- HOMO energy (spin up / spin down) (eV) = -10.1665 / -13.9121
- frontier orbital gap (spin up / spin down) (eV) = 7.143 / 6.687

Last column: Löwdin charge in e.
Atoms and positions in Å:
C -1.13 -0.88 -0.28  -0.13
C 1.59 -1.40 -1.43  0.03
C 0.60 -2.27 -1.27  0.00
C 0.82 0.73 -0.14  -0.32
C 1.33 0.56 1.28  0.00
C -1.48 1.43 -0.38  -0.04
N -0.57 0.36 -0.34  -0.10
N -0.59 -2.06 -0.59  0.08
O 1.69 -0.03 -1.03  0.02
H -2.10 -1.02 0.11  0.12
H 2.51 -1.56 -1.85  0.11
H 0.61 -3.34 -1.62  0.17
H 0.99 1.78 -0.36  0.16
H 2.13 -0.21 1.27  0.10
H 0.46 0.27 1.96  0.11
H 1.74 1.50 1.77  0.11
H -2.56 1.14 -0.39  0.12
H -1.15 2.25 0.32  0.12
H -1.34 2.01 -1.34  0.12
H -1.09 -2.97 -0.39  0.21

***

Verdict on stability: *A* comes out at the bottom.

***

*A*
Computed, not measured: a molecular structure, C3H8N2OS, with the ωB97M-V functional and the def2-TZVPD basis.

- lowest unoccupied orbital energy (eV) = 0.39
- HOMO energy (eV) = -9.7009
- frontier orbital gap (eV) = 10.087

Last column: Löwdin charge in e.
Atoms and positions in Å:
C 0.90 1.39 0.75  -0.17
C 0.30 1.05 -0.55  -0.39
C -1.29 -0.45 -0.15  -0.72
H 0.30 1.07 1.70  0.10
H 0.98 2.55 0.61  0.10
H 2.19 0.82 0.64  0.12
H 0.88 1.35 -1.60  0.17
H -0.60 1.58 -0.78  0.08
H 1.77 -2.09 -1.32  -0.09
H -0.79 -2.31 0.51  0.08
H -2.38 -1.89 0.95  0.07
N -0.01 -0.44 -0.60  -0.36
N -1.60 -1.63 0.46  0.16
O -2.11 0.36 -0.48  0.08
S 1.47 -1.34 -0.15  0.78

***

*B*
Computed, not measured: 2 unconnected molecules or ions with the total composition C3H8N2OS, with the ωB97M-V functional and the def2-TZVPD basis.

- lowest unoccupied orbital energy (eV) = 0.01
- HOMO energy (eV) = -9.1465
- frontier orbital gap (eV) = 9.160

Last column: Löwdin charge in e.
Atoms and positions in Å:
C -1.77 -0.07 0.35  -0.17
C -0.62 -0.85 -0.12  -0.17
C -2.05 -1.35 -0.36  -0.16
N 3.09 0.39 -0.01  -0.45
N 3.33 1.62 0.31  -0.01
O 5.48 -0.43 0.49  -0.60
S 4.08 -0.78 -0.04  0.89
H -1.98 0.15 1.29  0.05
H -2.04 0.63 -0.40  0.09
H -0.15 -1.33 0.65  0.06
H 0.05 -0.62 -0.90  0.08
H -2.45 -1.27 -1.42  0.11
H -2.42 -2.23 0.17  0.09
H 2.48 2.21 0.61  0.16
H 4.13 1.81 0.74  0.02

***

*C*
Computed, not measured: C3H8N2OS in the gas phase, with the ωB97M-V functional and the def2-TZVPD basis.

- lowest unoccupied orbital energy (eV) = 0.62
- HOMO energy (eV) = -9.3228
- frontier orbital gap (eV) = 9.942

Last column: Löwdin charge in e.
Atoms and positions in Å:
N 1.42 1.14 1.03  0.15
C 0.76 1.88 -0.01  -0.51
O 1.22 2.85 -0.53  0.08
N -0.30 1.01 -0.64  0.03
C -1.04 -0.06 0.11  -0.22
C -0.78 -1.48 -0.60  -0.61
S -0.66 -3.05 0.20  0.71
H 2.22 1.66 1.25  0.07
H 1.34 0.19 1.26  0.06
H -0.88 1.71 -1.06  0.10
H -2.12 0.12 0.24  0.11
H -0.63 -0.22 1.09  0.07
H 0.18 -1.17 -1.09  0.08
H -1.42 -1.49 -1.39  0.01
H 0.68 -3.10 0.15  -0.14

***

Verdict on stability: *B* comes out at the bottom.

***

*A*
Computed, not measured: 2 unconnected molecules or ions with the total composition C3H8N2OS, with the ωB97M-V functional and the def2-TZVPD basis.

- lowest unoccupied orbital energy (eV) = 0.50
- HOMO energy (eV) = -7.4132
- frontier orbital gap (eV) = 7.912

Last column: Löwdin charge in e.
Atoms and positions in Å:
C 2.16 -1.01 1.38  -0.05
N 0.97 -0.23 0.92  -0.56
S 0.54 1.17 1.81  0.47
C 0.53 -0.56 -0.21  -0.41
O 0.74 -1.18 -1.14  0.19
H 2.03 -0.89 2.46  0.06
H 2.02 -1.93 0.94  0.06
H 3.13 -0.53 1.17  0.10
C -2.16 0.40 -1.25  -0.11
N -0.89 0.91 -0.71  -0.04
H -2.20 -0.54 -1.59  0.03
H -3.04 0.48 -0.63  0.08
H -2.54 1.03 -2.08  0.09
H -0.44 1.66 -1.34  0.15
H -0.86 1.23 0.27  -0.07

***

*B*
Computed, not measured: a molecular structure, C3H8N2OS, with the ωB97M-V functional and the def2-TZVPD basis.

- lowest unoccupied orbital energy (eV) = 0.65
- HOMO energy (eV) = -8.1251
- frontier orbital gap (eV) = 8.772

Last column: Löwdin charge in e.
Atoms and positions in Å:
C 0.86 1.24 0.14  -0.14
C 1.43 -0.14 -0.13  -0.20
C -0.21 0.44 0.95  -0.46
N 0.63 -0.65 0.97  -0.07
N -1.22 -1.27 -0.80  -0.19
O -1.72 1.16 -1.11  -0.53
S -1.88 0.18 -0.10  0.85
H 1.32 1.76 0.89  0.07
H 0.37 1.80 -0.73  0.12
H 1.08 -0.48 -1.03  0.06
H 2.57 -0.14 0.12  0.14
H -0.78 1.03 2.09  0.17
H 0.42 -1.60 0.83  0.09
H -1.49 -2.10 -0.32  0.04
H -1.37 -1.24 -1.77  0.03

***

*C*
Computed, not measured: 2 unconnected molecules or ions with the total composition C3H8N2OS, with the ωB97M-V functional and the def2-TZVPD basis.

- lowest unoccupied orbital energy (eV) = 0.65
- HOMO energy (eV) = -8.4625
- frontier orbital gap (eV) = 9.113

Last column: Löwdin charge in e.
Atoms and positions in Å:
N 0.03 -1.94 -0.98  0.12
C -0.49 -1.09 -0.39  -0.36
C -1.63 -0.28 0.04  -0.29
N -1.66 -0.09 1.48  -0.01
H -2.51 -0.80 -0.37  0.13
H -1.56 0.70 -0.44  0.12
H -1.63 -0.98 1.96  0.08
H -2.52 0.39 1.74  0.07
C 1.59 1.49 -0.51  -0.33
S 1.50 0.01 0.55  0.86
O 2.37 -1.07 -0.27  -0.47
H 2.60 1.88 -0.49  0.03
H 0.90 2.21 -0.07  0.03
H 1.29 1.23 -1.52  0.04
H 1.73 -1.67 -0.74  -0.01

***

Verdict on stability: *B* comes out at the bottom.

***

*A*
Computed, not measured: C3H8N2OS in the gas phase, with the ωB97M-V functional and the def2-TZVPD basis.

- lowest unoccupied orbital energy (eV) = 0.64
- HOMO energy (eV) = -8.4161
- frontier orbital gap (eV) = 9.052

Last column: Löwdin charge in e.
Atoms and positions in Å:
N -1.45 -0.86 -0.11  -0.01
C -0.77 -0.07 0.93  -0.20
C 0.48 0.59 0.33  -0.43
N 0.10 1.45 -0.80  0.05
C 1.55 -0.41 -0.08  -0.88
O 1.11 -1.46 -0.76  -0.01
S 3.14 -0.15 0.21  0.69
H -1.98 -0.22 -0.72  0.09
H -2.13 -1.49 0.26  0.08
H -1.43 0.72 1.31  0.12
H -0.49 -0.74 1.73  0.12
H 0.94 1.23 1.10  0.13
H 0.90 2.04 -1.03  0.09
H -0.08 0.88 -1.64  0.08
H 0.11 -1.50 -0.72  0.08

***

*B*
Computed, not measured: 2 unconnected molecules or ions with the total composition C3H8N2OS, with the ωB97M-V functional and the def2-TZVPD basis.

- lowest unoccupied orbital energy (eV) = 0.88
- HOMO energy (eV) = -7.9892
- frontier orbital gap (eV) = 8.872

Last column: Löwdin charge in e.
Atoms and positions in Å:
C 1.97 0.29 -0.34  -0.29
C 1.68 -0.79 0.65  -0.34
C 0.57 0.88 -0.15  -0.35
N -2.50 0.85 0.10  -0.03
N -3.31 0.04 -0.14  -0.14
O -0.67 -1.56 -0.71  -0.57
S -0.19 -0.69 0.43  0.87
H 2.63 1.02 0.16  0.10
H 2.42 -0.12 -1.35  0.15
H 2.21 -1.70 0.48  0.08
H 2.00 -0.48 1.66  0.09
H 0.62 1.52 0.72  0.09
H -0.01 1.36 -0.95  0.09
H -4.35 0.37 -0.19  0.13
H -3.08 -0.99 -0.38  0.12

***

Verdict on stability: *B* comes out at the bottom.